ORCA calculation (ωB97M-V/def2-TZVPD) on an isolated molecule of C13H17Cl2NO2.

XYZ file:
```
35
Properties=species:S:1:pos:R:3:forces:R:3:mulliken_charge:R:1
O 1.768 5.073 0.133 -0.216 0.057 0.028 -0.561
C 2.685 4.315 0.292 -0.045 0.089 0.009 0.536
O 3.823 4.412 -0.413 0.596 -0.102 -0.239 -0.464
H 3.779 5.162 -1.027 -0.261 -0.046 0.201 0.349
C 2.743 3.183 1.286 -0.231 -0.029 0.081 -0.606
C 1.367 2.568 1.534 0.185 0.021 -0.311 -0.556
C 0.863 1.798 0.316 -0.198 -0.026 0.373 -0.672
C -0.496 1.156 0.578 0.179 -0.028 -0.438 -0.457
C -0.991 0.376 -0.640 0.043 0.137 0.310 -0.581
N -2.333 -0.143 -0.424 -0.212 0.075 -0.362 -0.215
H -2.781 -0.326 -1.315 0.016 0.054 0.136 0.319
C -2.420 -1.328 0.409 -0.136 0.025 0.067 -1.625
C -1.718 -2.537 -0.172 0.032 0.111 0.073 -0.096
C -2.243 -3.200 -1.281 0.333 -0.195 0.142 0.769
C -1.600 -4.270 -1.881 -0.083 0.051 -0.026 -0.772
C -0.388 -4.703 -1.374 -0.030 0.077 0.061 -0.303
C 0.166 -4.075 -0.275 0.030 0.004 0.025 -0.744
C -0.498 -3.008 0.312 -0.198 -0.248 -0.330 0.838
Cl 0.237 -2.279 1.696 0.198 0.108 0.250 -0.213
H 1.108 -4.406 0.132 0.073 -0.008 0.050 0.425
H 0.123 -5.533 -1.836 0.049 -0.081 -0.043 0.366
H -2.047 -4.753 -2.734 -0.061 -0.025 -0.073 0.421
Cl -3.761 -2.692 -1.943 -0.214 0.042 -0.116 -0.213
H -2.004 -1.091 1.388 -0.121 -0.105 -0.047 0.492
H -3.482 -1.558 0.535 0.138 -0.024 0.096 0.466
H -1.040 1.058 -1.492 0.046 -0.056 -0.008 0.491
H -0.265 -0.417 -0.889 -0.004 0.080 -0.030 0.190
H -1.232 1.923 0.820 -0.062 0.024 0.039 0.272
H -0.412 0.489 1.437 -0.042 -0.007 0.090 0.161
H 1.584 1.019 0.054 0.075 -0.013 -0.062 0.298
H 0.784 2.481 -0.533 0.029 0.009 -0.101 0.333
H 1.426 1.894 2.391 -0.015 0.020 0.048 0.396
H 0.664 3.367 1.773 -0.020 -0.020 0.087 0.324
H 3.135 3.605 2.216 0.101 0.013 -0.050 0.329
H 3.456 2.440 0.927 0.026 0.015 0.072 0.306
```
Positions in Å, forces in eV/Å.

* SMILES: O=C(O)CCCCCNCc1c(Cl)cccc1Cl
* orbital gap: 9.61 eV
* strongest force on any atom: 0.7 eV/Å
* E: -1631.2232 a.u.
* energy relative to the best compared isomer or geometry (same formula, charge and spin): 0.00 kJ/mol
* LUMO level: 0.0273 Eh